1.
# C35H29F17N

A cluster of 5 separate species, C35H29F17N in total (the ωB97M-V functional and the def2-TZVPD basis, OMol25).

The geometry in ORCA input format:
```
! RIJCOSX wB97M-V def2-TZVPD def2/J DEFGRID3
* xyz 1 1
C 0.4208 -0.2263 -3.8900
C 0.6120 0.9263 -3.6395
C 0.8074 2.3473 -3.4173
N 2.0737 2.6477 -2.6251
C 3.1874 1.6379 -2.7682
C 3.0855 0.6016 -1.6452
C 4.3067 0.6229 -0.7386
F 4.7796 1.8775 -0.5322
F 5.3093 -0.0643 -1.3461
C 4.0229 -0.0641 0.6225
F 3.4510 -1.2521 0.3304
F 5.1762 -0.2988 1.2593
C 3.0389 0.7644 1.5394
F 2.8777 2.0095 1.0292
F 1.8285 0.1875 1.4927
C 3.4606 0.9386 3.0260
F 2.6094 1.8526 3.5528
F 4.6918 1.4532 3.0846
C 3.3717 -0.3697 3.8844
F 3.4117 -1.4427 3.0741
F 4.4384 -0.4062 4.6986
C 2.1039 -0.4803 4.7867
F 0.9913 -0.2379 4.0982
F 2.1874 0.3635 5.8062
F 2.0474 -1.7271 5.2571
H 0.2089 -1.2576 -4.0766
H -0.0299 2.7656 -2.8529
H 0.8595 2.8922 -4.3591
H 2.4151 3.5627 -2.9226
H 1.8476 2.7426 -1.6333
H 3.1361 1.2010 -3.7596
H 4.1220 2.1923 -2.6857
H 3.0163 -0.4028 -2.0610
H 2.1595 0.7327 -1.0803
F -0.2352 0.3477 -0.5082
C -1.0014 -0.1382 0.5160
C -2.1386 0.5512 0.8754
C -2.9066 0.0521 1.9190
C -2.5251 -1.1093 2.5777
C -1.3715 -1.7805 2.1938
C -0.5976 -1.2937 1.1508
H -2.4130 1.4588 0.3540
H -3.8001 0.5780 2.2225
H -3.1259 -1.4869 3.3940
H -1.0690 -2.6840 2.7066
H 0.3007 -1.8014 0.8253
F -2.4575 1.1341 -3.9161
C -3.4457 0.5088 -4.6068
C -3.3076 0.3587 -5.9708
C -4.3185 -0.2868 -6.6693
C -5.4371 -0.7638 -6.0006
C -5.5475 -0.5975 -4.6268
C -4.5437 0.0436 -3.9147
H -2.4292 0.7434 -6.4720
H -4.2303 -0.4158 -7.7396
H -6.2226 -1.2641 -6.5500
H -6.4195 -0.9665 -4.1042
H -4.6059 0.1810 -2.8435
F -0.0939 -3.5072 -2.5232
C 0.0783 -4.4241 -1.5396
C 1.3425 -4.9249 -1.3063
C 1.5087 -5.8555 -0.2898
C 0.4208 -6.2693 0.4665
C -0.8407 -5.7501 0.2070
C -1.0197 -4.8171 -0.8042
H 2.1754 -4.5952 -1.9134
H 2.4922 -6.2603 -0.0922
H 0.5555 -6.9981 1.2541
H -1.6918 -6.0725 0.7916
H -1.9919 -4.3942 -1.0198
F -3.7632 2.0720 4.1897
C -2.7592 2.9748 4.1945
C -3.0721 4.3189 4.1879
C -2.0337 5.2394 4.1957
C -0.7139 4.8082 4.2072
C -0.4294 3.4490 4.2107
C -1.4569 2.5161 4.2037
H -4.1077 4.6307 4.1825
H -2.2588 6.2975 4.2008
H 0.0909 5.5308 4.2218
H 0.5982 3.1106 4.2264
H -1.2611 1.4519 4.2114
*
```

For the lowest unoccupied orbital energy, the calculation gives -0.1157 Eh. The calculation puts the highest occupied orbital energy at -11.0444 eV. The HOMO-LUMO gap is 7.90 eV.

=====

2.
# C35H30BrFIN6O8Rh

A structure of composition C35H30BrFIN6O8Rh (the ωB97M-V functional and the def2-TZVPD basis, OMol25).

The geometry in ORCA input format:
```
! RIJCOSX wB97M-V def2-TZVPD def2/J DEFGRID3
* xyz 0 5
Rh 0.1836 0.3448 -0.1725
C 0.2815 -1.5759 5.9462
O -0.0382 -0.2125 5.6539
C 0.9922 0.5365 5.1478
C 1.4735 1.5923 5.9065
C 2.4594 2.4227 5.3972
C 2.9636 2.2050 4.1207
C 2.4682 1.1636 3.3529
C 1.4845 0.3255 3.8645
N 0.9845 -0.7448 3.0508
C -0.2307 -0.7180 2.4671
N -1.2286 -0.0293 3.0374
C -2.2027 0.6007 2.2248
C -2.0439 0.7532 0.8669
C -3.0259 1.3420 0.0910
C -4.1672 1.8264 0.7137
C -4.3243 1.7290 2.0934
C -3.3429 1.1087 2.8503
O -3.3795 0.9426 4.2011
C -4.4710 1.5322 4.8915
N -0.3526 -1.3238 1.2931
C -1.4900 -2.0483 0.9257
C -2.2577 -2.7901 1.8170
C -3.3203 -3.5660 1.3739
C -3.6287 -3.6101 0.0258
C -2.8753 -2.8708 -0.8802
C -1.8222 -2.0977 -0.4288
O -1.0436 -1.3103 -1.2709
C -1.4447 -1.2166 -2.6409
H -0.6370 -2.0380 6.2963
H 1.0353 -1.6227 6.7342
H 0.6444 -2.1024 5.0646
H 1.0591 1.7473 6.8954
H 2.8290 3.2456 5.9962
H 3.7266 2.8564 3.7137
H 2.8147 0.9956 2.3387
H 1.6618 -1.1582 2.4176
H -1.1507 0.2788 3.9970
H -2.9000 1.4652 -0.9779
H -4.9315 2.3189 0.1255
H -5.2077 2.1371 2.5631
H -4.3011 1.3460 5.9469
H -5.4170 1.0781 4.5914
H -4.5132 2.6082 4.7128
H -2.0019 -2.7588 2.8695
H -3.9041 -4.1360 2.0857
H -4.4524 -4.2138 -0.3322
H -3.1238 -2.9083 -1.9324
H -0.7766 -0.4982 -3.1046
H -2.4739 -0.8663 -2.7123
H -1.3409 -2.1828 -3.1310
F -0.3167 5.3577 -4.6635
C -0.9723 5.3367 -3.5000
C -0.3494 5.0417 -2.3634
N -0.9947 5.0317 -1.1417
C -0.3089 4.4935 0.0205
C -0.1250 2.9914 -0.0484
O 0.4684 2.4189 0.8881
O -0.5662 2.3667 -1.0606
C -2.3578 5.2520 -1.0490
O -2.9799 5.1878 -0.0091
N -2.9556 5.5908 -2.2476
C -2.3922 5.6475 -3.5257
O -3.0523 5.9196 -4.4998
H 0.7052 4.7961 -2.3598
H -0.8986 4.7224 0.9028
H 0.6693 4.9633 0.1210
H -3.9447 5.7812 -2.1957
O 3.4145 -2.1540 -0.6760
C 2.7576 -1.2776 -0.2134
N 2.1156 -0.3881 0.2721
Br 2.8440 3.0839 -5.5933
C 3.6635 1.5003 -4.9575
C 4.7454 1.0023 -5.6703
C 5.3841 -0.1522 -5.2429
C 4.9447 -0.8105 -4.1039
C 3.8652 -0.3150 -3.3906
C 3.2216 0.8412 -3.8171
I 1.5896 1.5450 -2.7120
H 5.0777 1.5248 -6.5575
H 6.2253 -0.5368 -5.8065
H 5.4378 -1.7134 -3.7647
H 3.5179 -0.8361 -2.5078
*
```

For the lowest unoccupied orbital energy (spin up / spin down), the calculation gives 0.0184 / -0.0667 Eh. The calculation puts the highest occupied orbital energy (spin up / spin down) at -7.9569 / -8.2011 eV. The HOMO-LUMO gap (spin up / spin down) is 8.46 / 6.39 eV.